ORCA calculation (ωB97M-V/def2-TZVPD) on a cluster of 12 separate species, C24H72O24 in total.

Each line ends with the Mulliken charge.
Cartesian coordinates (Å):
O (3.5024, 1.9321, -5.1363)  -0.508
C (3.1803, 2.5733, -6.3179)  -0.550
C (1.7823, 2.1321, -6.7105)  -0.311
O (0.8881, 2.4273, -5.6555)  -0.488
H (3.9994, 2.5615, -4.6086)  0.331
H (3.0601, 3.6403, -6.1307)  0.365
H (3.8025, 2.3674, -7.1888)  0.292
H (1.7957, 1.0630, -6.9229)  0.256
H (1.3903, 2.6891, -7.5614)  0.292
H (1.4525, 2.6847, -4.9228)  0.321
O (-4.2529, -9.1620, 1.5670)  -0.529
C (-4.5197, -7.8149, 1.3785)  -0.440
C (-5.3171, -7.6291, 0.0216)  -0.297
O (-4.6466, -8.2410, -1.0080)  -0.518
H (-3.7560, -9.5657, 0.8517)  0.323
H (-4.9851, -7.2713, 2.2007)  0.325
H (-3.5459, -7.3305, 1.3073)  0.272
H (-5.4134, -6.5834, -0.2706)  0.288
H (-6.3686, -7.9043, 0.1037)  0.279
H (-4.8967, -7.8502, -1.8485)  0.297
O (0.8845, -5.4985, -3.2717)  -0.509
C (0.0709, -5.3717, -4.4633)  -0.597
C (0.1937, -6.5781, -5.3532)  -0.162
O (1.2058, -6.2759, -6.3328)  -0.502
H (1.6984, -5.0133, -3.4259)  0.302
H (-0.9523, -5.2221, -4.1187)  0.302
H (0.2765, -4.4408, -4.9916)  0.364
H (-0.8214, -6.6593, -5.7417)  0.290
H (0.3546, -7.4292, -4.6915)  0.218
H (1.9481, -5.9056, -5.8495)  0.293
O (-4.4034, 7.1928, 4.6963)  -0.527
C (-4.9477, 6.2018, 3.8221)  -0.451
C (-5.1147, 6.8156, 2.4391)  -0.196
O (-6.2222, 7.6964, 2.3645)  -0.495
H (-5.0030, 7.8840, 4.9869)  0.295
H (-4.2784, 5.3421, 3.7901)  0.300
H (-5.8626, 5.8192, 4.2746)  0.275
H (-5.2748, 5.9597, 1.7833)  0.291
H (-4.1953, 7.3165, 2.1359)  0.225
H (-6.2132, 8.3148, 3.0987)  0.283
O (-3.9895, -2.0561, 9.7167)  -0.511
C (-4.4022, -2.0273, 8.3138)  -0.214
C (-5.4021, -3.1630, 8.1569)  -0.537
O (-6.5096, -3.0882, 9.0780)  -0.537
H (-4.7840, -2.3010, 10.1967)  0.309
H (-5.0603, -1.1963, 8.0598)  0.200
H (-3.6064, -1.8363, 7.5938)  0.376
H (-4.8362, -4.0865, 8.2788)  0.265
H (-5.7664, -3.1766, 7.1296)  0.330
H (-6.2077, -3.5801, 9.8452)  0.319
O (1.7984, 9.5917, 3.4932)  -0.504
C (1.4711, 9.6100, 4.9134)  -0.469
C (1.8511, 8.3518, 5.6348)  -0.321
O (0.9502, 7.2037, 5.4316)  -0.499
H (1.4599, 8.7825, 3.1030)  0.314
H (1.9509, 10.5142, 5.2881)  0.312
H (0.4171, 9.8426, 5.0653)  0.313
H (1.6905, 8.5560, 6.6934)  0.257
H (2.9045, 8.1603, 5.4302)  0.298
H (0.0581, 7.4935, 5.2275)  0.299
O (2.4893, -9.2289, 0.0020)  -0.489
C (3.4670, -9.3589, 0.9562)  -0.383
C (4.7055, -8.4161, 0.7543)  -0.497
O (5.5619, -8.9574, -0.2259)  -0.487
H (2.2959, -8.2889, -0.0207)  0.302
H (2.9789, -8.9883, 1.8576)  0.286
H (3.8304, -10.3571, 1.2002)  0.314
H (5.2979, -8.4108, 1.6693)  0.280
H (4.4167, -7.3669, 0.6915)  0.393
H (5.3061, -8.6027, -1.0805)  0.281
O (5.6812, -3.5643, -3.5748)  -0.493
C (6.9662, -4.0500, -3.8925)  -0.431
C (6.8669, -5.0348, -5.0991)  -0.310
O (6.2452, -6.2547, -4.7264)  -0.537
H (5.5954, -2.6639, -3.8966)  0.298
H (7.5669, -3.1800, -4.1579)  0.313
H (7.5548, -4.5696, -3.1364)  0.265
H (7.8400, -5.3192, -5.4996)  0.310
H (6.1800, -4.6290, -5.8417)  0.278
H (6.0548, -6.8057, -5.4891)  0.305
O (-1.0600, 1.8249, 0.3161)  -0.514
C (-0.3062, 1.3219, 1.3467)  -0.369
C (0.4691, 0.0221, 0.9242)  -0.389
O (-0.3782, -1.1150, 0.9812)  -0.525
H (-1.7642, 1.2049, 0.1130)  0.317
H (0.4860, 2.0093, 1.6433)  0.316
H (-0.8425, 1.0917, 2.2674)  0.270
H (1.3110, -0.2603, 1.5564)  0.297
H (0.8619, 0.0760, -0.0911)  0.297
H (-0.1947, -1.7360, 0.2725)  0.301
O (6.7410, 1.9013, 2.0812)  -0.530
C (6.8490, 2.0977, 0.7102)  -0.407
C (6.8275, 3.6184, 0.2614)  -0.300
O (7.2053, 3.7332, -1.1182)  -0.507
H (7.5644, 2.0118, 2.5621)  0.319
H (7.8187, 1.6981, 0.4132)  0.269
H (6.1178, 1.5999, 0.0734)  0.293
H (7.5307, 4.1371, 0.9129)  0.263
H (5.8490, 3.9999, 0.5530)  0.287
H (7.2889, 4.6831, -1.2287)  0.313
O (-6.9942, 0.4236, -0.2788)  -0.530
C (-7.0805, -0.8733, -0.8487)  -0.449
C (-8.2095, -0.9265, -1.8702)  -0.314
O (-9.4779, -0.8966, -1.2415)  -0.511
H (-7.7877, 0.5661, 0.2424)  0.309
H (-6.0982, -1.0444, -1.2890)  0.300
H (-7.2347, -1.5460, -0.0050)  0.283
H (-8.1389, -1.7577, -2.5717)  0.368
H (-8.0888, -0.0450, -2.4999)  0.242
H (-10.0772, -1.2951, -1.8768)  0.302
O (0.9194, 7.7816, -1.6207)  -0.536
C (0.8623, 8.2736, -2.9643)  -0.284
C (0.7867, 9.8703, -2.8975)  -0.344
O (2.0616, 10.4693, -3.2394)  -0.533
H (0.4658, 6.9434, -1.5058)  0.305
H (1.7579, 8.0088, -3.5264)  0.208
H (-0.0188, 7.7711, -3.3635)  0.310
H (0.6849, 10.1094, -1.8389)  0.240
H (0.0313, 10.4257, -3.4533)  0.338
H (1.8794, 11.4063, -3.3413)  0.296

Cartesian forces, eV/Å:
0.8 -0.4 0.9
-1.7 0.7 -1.5
-0.3 0.2 0.2
-0.2 0.0 0.1
0.2 -0.3 0.2
0.5 0.3 -0.3
0.7 0.1 0.3
-0.2 -0.2 -0.1
0.4 -0.2 -0.4
-0.2 -0.2 0.4
-0.8 -1.2 1.6
0.4 0.8 -2.7
-0.4 1.9 1.6
1.0 -1.4 -1.0
0.0 0.5 -0.3
-0.5 -0.9 0.2
0.1 0.5 -0.5
0.3 0.6 0.7
-0.1 -0.9 0.3
0.0 -0.1 0.1
-0.1 0.3 -0.6
-0.3 0.4 1.5
-0.2 1.6 0.4
-0.8 -1.1 0.0
0.1 0.0 0.2
-0.1 -0.4 0.2
0.4 -0.1 -0.2
0.4 -0.4 -1.1
0.5 -0.3 -0.4
0.2 -0.1 0.0
1.0 -0.2 0.4
-0.1 1.1 0.3
-0.3 -0.9 0.6
-0.2 -0.2 -0.4
-0.4 -0.4 -0.2
0.4 0.3 0.0
-0.4 0.0 -0.5
-0.3 0.3 -0.5
0.1 0.0 0.1
0.2 0.0 0.0
0.5 0.4 -1.6
-2.0 0.6 1.4
1.0 -0.9 -1.1
1.1 0.2 -0.5
-0.1 0.3 0.1
0.0 0.9 0.8
0.5 -1.1 0.4
-0.3 -0.4 0.2
-0.4 0.1 0.1
-0.4 -0.2 0.2
-0.2 0.2 1.0
-0.2 0.3 -1.6
-1.5 0.0 1.0
1.6 0.4 -0.7
-0.1 -0.2 0.0
0.5 -0.3 0.2
-0.4 -0.3 -0.2
0.6 0.3 0.2
-0.3 -0.8 -0.1
0.0 0.4 0.0
-0.5 -0.6 -1.9
1.4 2.1 2.3
-0.4 -1.7 1.0
0.1 0.8 -0.5
-0.3 0.0 -0.2
0.3 -0.1 0.9
-0.3 -0.2 -0.8
-0.1 -0.3 0.3
-0.2 0.2 -0.9
0.0 -0.1 -0.2
-0.3 -0.4 0.9
0.4 -0.5 -2.0
-0.5 -0.1 0.1
-0.3 -0.4 1.3
0.1 -0.1 0.0
0.4 -0.2 -0.4
-0.8 0.0 0.8
0.3 0.7 -0.2
0.5 0.7 -0.4
0.1 0.2 -0.1
-0.7 0.7 -0.6
2.3 -2.1 0.5
-0.1 -0.3 0.0
-1.2 -0.3 0.1
-0.1 -0.1 0.0
-0.2 0.5 -0.3
-0.4 0.0 0.0
0.2 0.8 0.4
0.0 0.7 -0.1
0.1 0.2 0.0
-1.5 -0.1 0.7
1.8 1.4 -1.7
0.4 -1.6 1.3
-0.6 0.1 1.1
0.1 0.1 -0.5
0.1 0.0 -0.5
-0.4 -0.4 0.8
0.3 0.2 -0.1
-0.3 0.2 -0.6
0.1 0.1 -0.5
0.1 0.4 0.0
-0.4 0.3 0.4
0.7 0.2 -0.4
0.0 -0.2 0.1
-0.1 0.1 0.0
-0.2 -0.2 -0.2
-0.1 -0.6 -0.3
0.2 -0.5 0.3
0.0 0.3 0.0
-0.3 0.1 0.2
0.7 0.5 0.4
-0.7 1.0 0.5
1.1 -0.5 0.8
-0.2 -0.7 -0.4
0.0 0.1 -0.4
0.0 0.0 0.0
0.0 0.6 -0.8
-0.6 -0.3 0.1
-0.4 -0.8 -0.2
0.2 0.1 0.0

## Properties
- Orbital gap: 9.47 eV
- LUMO: -0.06 eV
- Strongest force on any atom: 3.4 eV Å⁻¹
- SMILES string: OCCO.OCCO.OCCO.OCCO.OCCO.OCCO.OCCO.OCCO.OCCO.OCCO.OCCO.OCCO
- Calculated total energy: -75184.1661 eV
- Energy above the lowest of the compared OMol25 structures with the same formula, charge and spin: 690.48 kJ/mol